Model A:
Computed, not measured: a 6-piece molecular cluster, C2H16O5 overall, with ωB97M-V/def2-TZVPD.

Properties
LUMO: 0.25 eV
E_HOMO: -10.88 eV
2S+1: 1
Net charge: 0
Orbital gap: 11.13 eV
SMILES string: CC.O.O.O.O.O

XYZ file:
```
23
Properties=species:S:1:pos:R:3:nbo_charge:R:1
C -1.21709 0.84429 0.17700 -0.60
C -1.15890 -0.58848 -0.35320 -0.61
H -0.46559 0.92540 0.95274 0.19
H -1.03882 1.54741 -0.62728 0.21
H -2.16912 1.05040 0.66192 0.20
H -0.12664 -0.89150 -0.56831 0.16
H -1.66430 -0.82768 -1.28888 0.21
H -1.50433 -1.30116 0.39435 0.23
O -1.48874 -0.73218 -3.98947 -0.94
H -0.84082 -0.76882 -3.26037 0.47
H -1.43080 0.13980 -4.37745 0.47
O -1.55959 -1.38572 3.07371 -0.96
H -2.05836 -0.57607 2.92620 0.46
H -0.65091 -1.08651 3.14601 0.49
O 2.10224 -0.41763 -2.46622 -0.94
H 1.95564 -1.06984 -3.17803 0.47
H 1.59535 -0.78773 -1.70878 0.47
O 1.11651 -0.22456 3.03647 -0.96
H 1.07320 0.39188 2.30250 0.49
H 1.80580 0.08469 3.61393 0.48
O 2.17932 1.84489 0.57376 -0.95
H 2.67621 2.66564 0.48827 0.48
H 2.86973 1.16347 0.47113 0.47
```

=====

Model B:
Computed, not measured: a 6-piece molecular cluster, C2H16O5 overall, with ωB97M-V/def2-TZVPD.

Properties
LUMO: 0.47 eV
E_HOMO: -11.13 eV
2S+1: 1
Net charge: 0
Orbital gap: 11.59 eV
SMILES string: CC.O.O.O.O.O

XYZ file:
```
23
Properties=species:S:1:pos:R:3:nbo_charge:R:1
C -1.48176 5.13558 -0.75427 -0.61
C -1.95508 3.70301 -0.95820 -0.60
H -0.80638 5.37916 -1.58020 0.20
H -1.12034 5.38478 0.22991 0.21
H -2.26756 5.84217 -0.91039 0.20
H -2.56492 3.55834 -1.82352 0.21
H -1.06108 3.07430 -1.06619 0.20
H -2.40253 3.29274 -0.06416 0.20
O 1.40945 -0.32077 5.65341 -0.96
H 1.67984 0.59407 5.57524 0.48
H 1.01758 -0.56689 6.48756 0.48
O 0.84210 -4.31036 2.76555 -0.94
H 0.22349 -4.98086 2.45794 0.47
H 1.65926 -4.45238 2.27958 0.47
O -0.24354 -1.49629 -6.58280 -0.93
H -0.11771 -2.38624 -6.93463 0.46
H 0.66403 -1.25477 -6.36014 0.47
O -0.73937 -1.60073 0.67217 -0.96
H -0.72797 -1.03113 1.44510 0.48
H -0.38867 -2.45376 0.94166 0.48
O 1.72100 -0.12312 -1.17054 -0.95
H 1.32110 -0.97574 -0.96941 0.48
H 1.28461 0.50735 -0.59148 0.47
```

=====

Computed stability ranking, most favorable first: model A, model B

=====

Model A:
Computed, not measured: a 2-piece molecular cluster, C2H4Cl2N2 overall, with ωB97M-V/def2-TZVPD.

Properties
LUMO: 0.46 eV
E_HOMO: -8.46 eV
2S+1: 1
Net charge: 0
Orbital gap: 8.91 eV
SMILES string: N=C=CCl.NCl

XYZ file:
```
10
Properties=species:S:1:pos:R:3:nbo_charge:R:1
N 0.01816 -1.74707 0.92934 -0.63
C -0.46808 -0.65241 1.08096 0.44
C -0.63356 0.66240 1.28541 -0.52
Cl -0.50190 1.49548 2.69288 0.07
H -0.27959 -2.62731 1.34700 0.41
H -0.79273 1.21949 0.36823 0.23
N 0.56238 0.43454 -1.86852 -0.89
Cl 1.98181 0.47538 -2.62120 0.17
H -0.00620 -0.41944 -1.49344 0.39
H 0.11971 1.15895 -1.72067 0.34
```

=====

Model B:
Computed, not measured: C2H4Cl2N2 in the gas phase, with ωB97M-V/def2-TZVPD.

Properties
LUMO: 0.79 eV
E_HOMO: -9.61 eV
2S+1: 1
Net charge: 0
Orbital gap: 10.40 eV
SMILES string: N/C(CCl)=N\Cl

XYZ file:
```
10
Properties=species:S:1:pos:R:3:nbo_charge:R:1
N -1.19982 -0.44110 0.07480 -0.86
C -0.07244 0.37948 -0.11172 0.43
C 1.27333 -0.29817 0.52252 -0.42
Cl 1.38279 -2.00427 0.04405 -0.03
N 0.01512 1.53298 -0.60308 -0.50
Cl -1.42096 2.11753 -1.28141 0.08
H -0.94096 -1.40452 0.02719 0.40
H -2.19319 -0.09824 -0.29757 0.42
H 1.12655 -0.18836 1.55439 0.23
H 2.02958 0.40467 0.07083 0.25
```

=====

Computed stability ranking, most favorable first: model B, model A

=====

Model A:
Computed, not measured: C7H12O3 as an isolated structure, with ωB97M-V/def2-TZVPD.

Properties
LUMO: 0.48 eV
E_HOMO: -9.98 eV
2S+1: 1
Net charge: 0
Orbital gap: 10.46 eV

XYZ file:
```
22
Properties=species:S:1:pos:R:3:nbo_charge:R:1
C 0.36869 1.88930 1.93866 -0.61
C 0.07182 1.75129 0.44984 -0.42
C -0.13949 0.32637 0.01431 0.28
C -1.26465 -0.59311 0.54751 -0.40
C -0.98534 -1.40161 -0.75656 -0.34
C -0.65416 -0.01853 -1.40387 -0.42
C 0.34983 -2.07526 -0.50668 0.87
O 0.51397 -3.08005 0.14105 -0.51
O 1.04459 -0.48649 0.23838 -0.72
H -0.44415 1.46136 2.54351 0.20
H 1.30548 1.38048 2.20381 0.22
H 0.46879 2.94775 2.21405 0.21
H -0.84212 2.30825 0.19487 0.21
H 0.89032 2.18244 -0.14909 0.21
H -1.07024 -1.09503 1.50303 0.23
H -2.23985 -0.09462 0.57493 0.22
H -1.73041 -2.06319 -1.20870 0.25
H -1.53853 0.55837 -1.69744 0.22
H 0.08428 0.03691 -2.21342 0.21
O 2.08299 -1.76847 -1.53949 -0.94
H 1.98711 -0.61146 -0.67427 0.56
H 1.74106 -1.55471 -2.41446 0.45
```

=====

Model B:
Computed, not measured: a 2-piece molecular cluster, C7H12O3 overall, with ωB97M-V/def2-TZVPD.

Properties
LUMO: 0.18 eV
E_HOMO: -9.87 eV
2S+1: 1
Net charge: 0
Orbital gap: 10.05 eV
SMILES string: O=C[C@H]1CCC[C@@H]1C=O.O

XYZ file:
```
22
Properties=species:S:1:pos:R:3:nbo_charge:R:1
O -2.76610 3.85255 1.76824 -0.49
C -3.25538 3.55970 0.70132 0.45
C -3.12514 2.21925 0.04108 -0.36
C -4.49016 1.53355 -0.16449 -0.38
C -4.19061 0.49940 -1.25016 -0.40
C -3.28679 1.24046 -2.24330 -0.40
C -2.55526 2.30848 -1.38349 -0.30
C -1.09892 2.43549 -1.64042 0.43
O -0.44190 1.94795 -0.72008 -0.56
H -3.82131 4.31953 0.11204 0.10
H -2.48146 1.58360 0.66367 0.25
H -4.87881 1.09993 0.76514 0.23
H -5.22669 2.26587 -0.53184 0.20
H -3.64815 -0.34898 -0.80652 0.21
H -5.09903 0.10241 -1.72285 0.22
H -2.57807 0.57156 -2.74921 0.22
H -3.88818 1.73800 -3.01404 0.22
H -2.66736 3.38676 -1.82550 0.21
H -0.75152 2.36917 -2.69073 0.15
O -0.18031 0.58582 1.72844 -0.96
H -0.33174 1.00736 0.86704 0.49
H 0.42794 -0.13385 1.54123 0.46
```

=====

Computed stability ranking, most favorable first: model B, model A

=====

Model A:
Computed, not measured: a 2-piece molecular cluster, C2H2FI overall, with ωB97M-V/def2-TZVPD.

Properties
LUMO (alpha / beta): -0.89 / -0.92 eV
E_HOMO (alpha / beta): -8.30 / -8.55 eV
2S+1: 1
Net charge: 0
Orbital gap (alpha / beta): 7.41 / 7.63 eV

XYZ file:
```
6
Properties=species:S:1:pos:R:3:nbo_charge:R:1
C -0.85913 -0.58670 0.18202 0.33
C 1.01949 0.77706 -0.15698 -0.48
F -1.96677 -0.14202 -0.24290 -0.30
I 2.70703 -0.19599 0.14348 0.23
H -0.61231 -1.58240 -0.25846 0.10
H 1.18105 1.64136 0.44373 0.13
```

=====

Model B:
Computed, not measured: a 2-piece molecular cluster, C2H2FI overall, with ωB97M-V/def2-TZVPD.

Properties
LUMO: 0.46 eV
E_HOMO: -9.40 eV
2S+1: 1
Net charge: 0
Orbital gap: 9.87 eV
SMILES string: C#CI.F

XYZ file:
```
6
Properties=species:S:1:pos:R:3:nbo_charge:R:1
C 0.43620 -1.19081 -0.82842 -0.25
C 0.87123 -0.62388 0.13152 -0.27
I 1.56223 0.14040 1.86872 0.29
H 0.09552 -1.61051 -1.72798 0.24
F -1.03068 1.60021 0.16010 -0.56
H -1.93450 1.68460 0.39606 0.56
```

=====

Computed stability ranking, most favorable first: model B, model A

=====

Model A:
Computed, not measured: an isolated ion of composition C9H15N2 and charge +1, with ωB97M-V/def2-TZVPD.

Properties
LUMO: -4.31 eV
E_HOMO: -12.84 eV
2S+1: 1
Net charge: +1
Orbital gap: 8.53 eV
SMILES string: C=C=C/C=[NH+]\C=N\C(C)(C)C

XYZ file:
```
26
Properties=species:S:1:pos:R:3:nbo_charge:R:1
C 0.84613 -2.16426 0.95994 -0.46
C 0.95583 -0.94191 1.39111 0.35
C 1.54109 -0.12825 2.31510 -0.40
C 1.86519 1.16288 2.21287 0.11
N 1.64759 1.91416 1.04484 -0.56
C 0.83044 1.51301 0.01841 0.33
N 0.30902 0.35470 -0.08447 -0.34
C -0.82947 -0.05480 -0.93984 0.12
C -1.36085 1.28326 -1.60171 -0.63
C -0.26982 -1.00923 -1.95817 -0.62
C -1.87945 -0.73250 -0.06949 -0.62
H 0.26060 -2.68053 0.28270 0.25
H 1.47689 -2.83314 1.36435 0.25
H 1.62356 -0.51482 3.21971 0.26
H 2.32122 1.60010 3.09843 0.25
H 1.87708 2.87631 1.24074 0.44
H 0.50561 2.18883 -0.70729 0.22
H -1.51931 2.03051 -0.84011 0.21
H -0.60202 1.54831 -2.45998 0.23
H -2.33272 1.05051 -1.80230 0.24
H -1.05789 -1.46376 -2.63128 0.24
H 0.23746 -1.75634 -1.52308 0.21
H 0.29643 -0.52053 -2.82508 0.23
H -1.60354 -1.42608 0.60405 0.22
H -2.46131 -0.11565 0.45199 0.22
H -2.67772 -1.18078 -0.76144 0.23
```

=====

Model B:
Computed, not measured: a 2-piece molecular cluster, C9H15N2 overall, with ωB97M-V/def2-TZVPD.

Properties
LUMO: -4.83 eV
E_HOMO: -13.24 eV
2S+1: 1
Net charge: +1
Orbital gap: 8.41 eV

XYZ file:
```
26
Properties=species:S:1:pos:R:3:nbo_charge:R:1
C 2.65855 1.54592 -0.87904 -0.25
C 2.70642 0.26789 -0.29260 -0.08
C 1.54490 2.28974 -0.73150 -0.09
C 1.78370 -0.16620 0.59171 -0.29
C -2.15826 -1.42667 -0.38690 -0.44
C -0.87616 -1.90288 -0.96190 -0.44
C 0.28123 1.73586 -0.05631 -0.21
C -1.69728 -2.79922 -0.11958 -0.41
C 0.59835 0.69383 0.87161 0.46
N 0.12943 0.75728 2.05696 -0.67
N -0.51079 2.82306 0.56511 -0.82
H 3.51599 1.75735 -1.52659 0.25
H 3.67565 -0.12695 -0.55976 0.25
H 1.24723 3.21430 -1.22226 0.24
H 1.81964 -1.06009 1.20078 0.25
H -2.30279 -0.67974 0.37550 0.20
H -2.94671 -1.29578 -1.14124 0.23
H -0.74697 -2.05622 -2.06659 0.23
H 0.08875 -1.68340 -0.52508 0.19
H -0.15911 1.19382 -0.83370 0.29
H -2.28994 -3.63846 -0.59478 0.23
H -0.41785 1.59150 2.36982 0.45
H 0.05781 0.21868 2.97239 0.46
H -1.38613 -2.92110 0.90020 0.21
H -1.04227 3.24100 -0.08083 0.38
H 0.09816 3.54456 0.97054 0.38
```

=====

Computed stability ranking, most favorable first: model B, model A

=====

Model A:
Computed, not measured: a 3-piece molecular cluster, C6H14O3 overall, with ωB97M-V/def2-TZVPD.

Properties
LUMO: 0.72 eV
E_HOMO: -7.86 eV
2S+1: 1
Net charge: 0
Orbital gap: 8.58 eV
SMILES string: CC(C)=C/C=C/O.O.O

XYZ file:
```
23
Properties=species:S:1:pos:R:3:nbo_charge:R:1
C -1.47046 -2.27842 1.29255 -0.63
C -0.21153 -1.52737 0.97270 0.02
C 0.91943 -1.77526 1.92291 -0.65
C -0.15444 -0.72004 -0.09396 -0.23
C 0.98986 0.07595 -0.51690 -0.35
C 1.05094 0.66110 -1.70856 0.15
O 2.12390 1.45954 -2.00309 -0.70
H -1.30689 -3.35784 1.27060 0.21
H -1.83728 -2.03609 2.29422 0.21
H -2.27147 -2.05368 0.58809 0.22
H 1.20396 -2.83210 1.89834 0.22
H 0.62787 -1.56805 2.95643 0.21
H 1.81507 -1.20133 1.70050 0.21
H -1.04158 -0.65416 -0.71935 0.21
H 1.81341 0.21322 0.17437 0.21
H 0.29405 0.57342 -2.47476 0.20
H 2.08935 1.78469 -2.90590 0.49
O -1.63195 2.14370 -2.04950 -0.99
H -1.15993 2.43745 -1.24350 0.50
H -2.40559 2.71804 -2.11185 0.47
O -0.09432 2.90737 0.18645 -0.95
H -0.12136 2.15632 0.79352 0.49
H 0.77896 2.87353 -0.22330 0.49
```

=====

Model B:
Computed, not measured: a 3-piece molecular cluster, C6H14O3 overall, with ωB97M-V/def2-TZVPD.

Properties
LUMO: 0.77 eV
E_HOMO: -6.88 eV
2S+1: 1
Net charge: 0
Orbital gap: 7.65 eV

XYZ file:
```
23
Properties=species:S:1:pos:R:3:nbo_charge:R:1
C 1.84290 0.48846 1.38891 0.25
C 0.03858 0.96150 -0.42801 0.18
C -0.31895 0.42366 0.81560 -0.13
C -1.87352 0.35250 -1.03332 -0.45
C -0.58840 -0.99069 1.22603 -0.66
C -1.71175 -0.88140 -1.87899 -0.65
O 2.70386 1.57468 1.17984 -0.73
O 2.29317 -0.65607 0.63194 -0.80
O 0.96635 0.50388 -1.28160 -0.71
H 3.25685 -0.73510 0.71050 0.48
H 2.56820 1.89313 0.27730 0.48
H 1.42444 -0.27124 -0.86654 0.52
H 1.88922 0.25688 2.45793 0.13
H -0.11228 2.03238 -0.54155 0.19
H -0.73281 1.17269 1.48237 0.23
H -2.04606 1.25775 -1.61238 0.19
H -2.64207 0.29022 -0.26759 0.19
H -0.13267 -1.18999 2.19553 0.23
H -1.65919 -1.14419 1.36882 0.22
H -0.17706 -1.70906 0.52246 0.23
H -0.86430 -0.78800 -2.56182 0.22
H -1.52626 -1.77856 -1.28760 0.20
H -2.59826 -1.06345 -2.49782 0.21
```

=====

Computed stability ranking, most favorable first: model A, model B